No. 1
Computed, not measured: C44H42As2N2PtS2SeTe as an isolated structure, with wB97M-V/def2-TZVPD.

```
95
Properties=species:S:1:pos:R:3:mulliken_spin:R:1
Pt -0.21250 0.00400 0.45420 0.8511
S -0.70120 2.38790 1.29980 0.4138
C -1.09880 2.15340 2.94970 0.1801
N -1.39220 3.25500 3.72970 0.1226
C -1.82920 2.95540 5.07880 0.0053
C -0.89080 1.92920 5.68580 0.0121
N -0.94110 0.73030 4.88990 0.1459
C -0.23880 -0.42240 5.41840 0.0333
C -1.11590 -1.24380 6.31960 -0.0002
C -0.99300 -1.14610 7.69740 -0.0041
C -1.79840 -1.90340 8.52920 0.0014
C -2.72720 -2.77300 7.98570 0.0000
C -2.87390 -2.85350 6.61070 0.0029
C -2.07110 -2.09530 5.77980 0.0051
C -1.04030 0.88670 3.53090 0.2031
S -1.27280 -0.54970 2.62780 0.3867
C -2.10500 4.37140 3.12320 0.0088
C -3.59200 4.11200 3.16600 -0.0039
C -4.12620 3.04850 2.44500 -0.0172
C -5.46910 2.73730 2.54500 0.0050
C -6.29750 3.48200 3.36670 0.0022
C -5.77200 4.53430 4.09580 -0.0005
C -4.42510 4.84060 4.00320 0.0035
H -2.86000 2.57590 5.08810 0.0018
H -1.80000 3.87950 5.65680 0.0015
H -1.19270 1.66920 6.70430 -0.0005
H 0.12780 2.34790 5.70790 0.0042
H 0.64670 -0.07810 5.96690 0.0036
H 0.09450 -1.03780 4.57540 -0.0391
H -0.24070 -0.49280 8.11810 0.0001
H -1.68850 -1.82510 9.60070 -0.0001
H -3.33000 -3.39210 8.63320 0.0000
H -3.60520 -3.52510 6.18700 0.0001
H -2.16380 -2.17110 4.70650 -0.0007
H -1.75490 4.46440 2.09440 -0.0086
H -1.84390 5.28500 3.66800 0.0016
H -3.49020 2.44470 1.81460 0.0136
H -5.87010 1.91210 1.97650 0.0000
H -7.34820 3.24260 3.44090 0.0002
H -6.40950 5.11880 4.74190 -0.0001
H -4.01220 5.64540 4.59650 0.0006
C 2.43380 -3.18080 0.39580 0.0011
C 2.40850 -2.95350 -1.10540 0.0373
As 0.67710 -2.09810 -1.56190 0.1348
C -0.48080 -3.45770 -0.77710 -0.0695
C -1.46560 -3.07700 0.12340 0.0458
C -2.33350 -4.01020 0.66090 0.0044
C -2.23180 -5.33790 0.28730 0.0015
C -1.23260 -5.73620 -0.58800 0.0007
C -0.35890 -4.80320 -1.11350 -0.0083
C 0.48740 -2.62500 -3.43480 -0.0142
C 1.46390 -2.21120 -4.33450 0.0297
C 1.35790 -2.52930 -5.67530 0.0032
C 0.26180 -3.24640 -6.12800 0.0096
C -0.73260 -3.63060 -5.24470 0.0061
C -0.63120 -3.30290 -3.90590 0.0106
As 1.89730 -1.51140 1.31610 0.0181
C 2.60610 -2.02160 3.07040 0.0044
C 3.85490 -1.63110 3.53230 -0.0033
C 4.34650 -2.13720 4.72320 -0.0005
C 3.57590 -3.00470 5.47920 0.0013
C 2.31070 -3.36780 5.04710 0.0011
C 1.82920 -2.87980 3.84500 0.0094
C 3.25920 -0.32940 0.59540 0.0029
C 4.58950 -0.69380 0.40840 0.0049
C 5.48930 0.20730 -0.13170 0.0006
C 5.07710 1.48710 -0.46740 0.0020
C 3.74990 1.85100 -0.31230 0.0025
C 2.84640 0.93860 0.20130 0.0189
H 3.42600 -3.49780 0.74640 0.0042
H 1.72520 -3.97040 0.67740 -0.0018
H 2.55390 -3.88410 -1.66280 0.0035
H 3.21120 -2.25960 -1.38400 -0.0014
H -1.54590 -2.02450 0.40950 0.0204
H -3.08800 -3.69220 1.36400 0.0029
H -2.92990 -6.06660 0.67190 0.0002
H -1.13810 -6.77720 -0.86090 0.0003
H 0.41930 -5.11930 -1.80250 0.0006
H 2.30910 -1.63240 -3.97260 0.0139
H 2.12260 -2.21580 -6.37180 0.0001
H 0.17840 -3.50510 -7.17300 0.0005
H -1.59110 -4.18450 -5.59670 0.0001
H -1.41710 -3.58580 -3.21460 0.0049
H 4.44600 -0.93550 2.94700 0.0015
H 5.33150 -1.84910 5.06120 0.0000
H 3.96460 -3.39920 6.40560 0.0001
H 1.70180 -4.02620 5.65060 0.0000
H 0.84050 -3.16780 3.49190 0.0036
H 4.92460 -1.69000 0.68230 0.0004
H 6.51330 -0.09320 -0.30110 -0.0004
H 5.78780 2.19720 -0.86540 0.0003
H 3.41340 2.83380 -0.60350 0.0024
H 1.78600 1.21150 0.29920 0.0073
Te -1.73670 0.48940 -1.67950 0.7432
Se 0.01230 1.47100 -3.00670 0.6030
```

Properties
Multiplicity: 5
Expectation value of S²: 6.024
E_LUMO (spin up / spin down) in Eh: 0.0187 / -0.0381
Relative energy (zero: lowest compared OMol25 entry of this formula, charge and spin) in kcal per mole: 39.0
HOMO-LUMO gap (spin up / spin down) in eV: 6.85 / 5.88

No. 2
Computed, not measured: C2H4S2 as an isolated structure at a distorted geometry, with wB97M-V/def2-TZVPD.

```
8
Properties=species:S:1:pos:R:3:lowdin_charge:R:1
C 0.86425 0.54452 0.15998 -0.4569
C 0.03287 -0.32477 -0.66428 -0.7314
S 1.20153 -1.24506 0.20423 0.8136
S -2.18701 -0.54826 0.00380 0.4405
H 1.62106 1.16322 -0.31091 0.0723
H 0.45745 0.95760 1.07408 0.0640
H -0.09113 -0.32950 -1.72960 0.0464
H -1.89903 -0.21774 1.26270 -0.2486
```

Properties
E_LUMO in Eh: -0.0051
Relative energy (zero: lowest compared OMol25 entry of this formula, charge and spin) in kcal per mole: 39.3
HOMO-LUMO gap in eV: 8.76

No. 3
Computed, not measured: a 2-piece molecular cluster, C13H11BF4 overall at a distorted geometry, with wB97M-V/def2-TZVPD.

```
29
Properties=species:S:1:pos:R:3:lowdin_charge:R:1
F -3.93238 -1.64194 0.53445 0.0391
C -2.62633 -1.82741 0.92539 -0.2282
C -2.38057 -2.79119 1.89887 0.0623
C -1.05176 -2.92407 2.28570 -0.2418
F -0.74733 -3.90792 3.19789 0.0400
C -0.02920 -2.15385 1.75719 0.0236
C -0.30772 -1.16894 0.78932 -0.1756
C 0.85369 -0.25544 0.40522 -0.0844
C 0.95712 0.47762 -0.92518 -0.1811
C 2.22796 0.48002 -1.54124 0.0314
C 2.41885 1.16198 -2.73518 -0.2402
F 3.67212 1.16944 -3.30199 0.0412
C 1.39342 1.82758 -3.39545 0.0637
C 0.15879 1.84852 -2.74414 -0.2218
F -0.88947 2.46447 -3.38587 0.0414
C -0.06655 1.24432 -1.49406 0.0138
C -1.63129 -1.02713 0.34556 0.0400
H -3.17164 -3.40810 2.31930 0.1343
H 0.99846 -2.31292 2.08612 0.1281
H 1.78798 -0.81728 0.56781 0.1202
H 0.85037 0.50891 1.15146 0.0788
H 3.04984 -0.06256 -1.08206 0.1241
H 1.54764 2.29296 -4.36021 0.1314
H -1.02114 1.37860 -0.98577 0.1122
H -1.88092 -0.34858 -0.46567 0.1054
B -0.14518 2.67472 2.15331 0.1097
H -0.06618 2.83232 0.91208 -0.0236
H -0.91688 1.72541 2.40281 -0.0169
H 0.94829 2.56046 2.68433 -0.0272
```

Properties
E_LUMO in Eh: -0.0375
HOMO-LUMO gap in eV: 8.57
SMILES string: Fc1cc(F)cc(Cc2cc(F)cc(F)c2)c1.B

No. 4
Computed, not measured: a 10-piece molecular cluster, C13H33ClF3N10O20S overall at a distorted geometry, with wB97M-V/def2-TZVPD.

```
81
Properties=species:S:1:pos:R:3:lowdin_charge:R:1
C -2.70949 2.40624 1.97644 -0.1694
C -2.36018 1.15860 1.03745 -0.2509
C -2.97451 -0.23423 1.53220 -0.7304
Cl -4.04303 -0.04323 3.06147 0.4679
N -2.01435 -1.33910 1.63330 -0.2220
S -0.69285 -0.96035 2.60076 0.6553
O -0.90281 0.09887 3.63985 -0.3806
O -0.28148 -2.23735 3.30855 -0.3983
C 0.83911 -0.50251 1.57510 -0.4888
F 0.60682 -0.97023 0.26648 0.0359
F 1.96934 -1.14381 2.12794 0.0250
F 1.13430 0.85817 1.59416 0.0503
H -3.76791 2.78217 1.86715 0.0626
H -2.02173 3.26235 1.61816 0.0538
H -2.41746 2.23289 3.06516 0.0551
H -1.24349 1.15536 0.87458 0.0812
H -2.82718 1.41105 0.01394 0.0753
H -3.72031 -0.55134 0.72795 0.0910
C 3.25819 -3.80968 3.54463 0.0490
N 4.62656 -4.05333 4.07291 -0.4407
O 5.40849 -3.12201 4.06119 0.0652
O 4.86920 -5.17672 4.48314 0.0349
H 3.18685 -2.77604 3.21816 0.0785
H 3.10273 -4.48931 2.70920 0.1023
H 2.55450 -4.00794 4.35049 0.1023
C -2.83921 3.40248 -3.65094 0.0301
N -2.78201 2.95086 -2.23841 -0.4268
O -2.28762 1.86145 -2.01798 0.0630
O -3.23639 3.70783 -1.39951 0.0527
H -2.40304 2.63460 -4.28298 0.0585
H -3.88965 3.55907 -3.90154 0.0619
H -2.27134 4.32918 -3.72215 0.1006
C -7.67043 3.08771 -2.55889 0.0462
N -6.26111 2.65060 -2.72709 -0.4210
O -5.71739 2.89826 -3.79280 0.0339
O -5.75113 2.07717 -1.79057 0.0980
H -7.99414 3.58367 -3.47090 0.0919
H -8.26901 2.19863 -2.36921 0.1010
H -7.70232 3.77318 -1.71389 0.1035
C 0.05839 1.69725 -7.49714 0.0467
N -1.05582 2.15544 -6.62786 -0.4293
O -1.23605 3.35956 -6.53234 0.0484
O -1.71089 1.29642 -6.07213 0.0721
H 0.55052 2.57252 -7.92368 0.0386
H 0.74842 1.12912 -6.87461 0.1080
H -0.37131 1.07422 -8.27992 0.1061
C 2.25311 -7.38457 4.87225 0.0296
N 1.02836 -6.67468 4.41947 -0.4369
O 0.04413 -6.74486 5.13291 0.0652
O 1.09932 -6.07246 3.36480 0.0578
H 2.04344 -7.87134 5.81558 0.0647
H 2.50872 -8.11713 4.10836 0.1089
H 3.04099 -6.64199 4.98665 0.0712
C 0.58367 6.07868 -8.63132 0.0539
N 1.01215 4.94532 -9.49037 -0.4205
O 1.17427 5.16702 -10.67322 0.0822
O 1.16941 3.86949 -8.94041 0.0288
H 0.48324 6.96729 -9.24967 0.0948
H -0.37182 5.80809 -8.18421 0.1001
H 1.34916 6.22140 -7.87068 0.1059
C 1.82974 4.30642 2.09487 0.0396
N 0.62640 5.03859 1.62307 -0.4462
O -0.36508 4.98774 2.32118 0.0669
O 0.72439 5.63703 0.56592 0.0451
H 1.59679 3.82367 3.04110 0.0995
H 2.08211 3.56720 1.33674 0.0927
H 2.62926 5.03491 2.21867 0.0946
C 3.15129 -0.61940 -1.37832 0.0386
N 3.57911 -0.76391 -2.79480 -0.4515
O 2.73725 -0.59136 -3.65613 0.0600
O 4.74741 -1.04587 -2.99174 0.0479
H 2.09462 -0.36906 -1.35452 0.0806
H 3.33308 -1.57056 -0.88141 0.1055
H 3.74674 0.17759 -0.93615 0.1036
C 3.03777 -7.08655 9.17430 0.0505
N 3.46679 -8.22593 8.32277 -0.4297
O 3.60909 -8.01244 7.13250 0.0377
O 3.64444 -9.29230 8.87928 0.0676
H 2.91852 -6.20625 8.54704 0.0996
H 2.09198 -7.36145 9.63771 0.1029
H 3.81236 -6.92609 9.92194 0.1005
```

Properties
E_LUMO in Eh: 0.0350
Relative energy (zero: lowest compared OMol25 entry of this formula, charge and spin) in kcal per mole: 23.7
HOMO-LUMO gap in eV: 6.05
Net charge: -1

No. 5
Computed, not measured: a 4-piece molecular cluster, C5H18NO4 overall at a distorted geometry, with wB97M-V/def2-TZVPD.

```
28
Properties=species:S:1:pos:R:3:lowdin_charge:R:1
C 0.06657 -1.30583 1.57721 -0.2249
C 0.65965 -0.41912 2.65081 -0.1363
C -0.79928 -0.53376 0.54613 -0.2488
N -0.24171 0.69638 -0.00547 -0.1012
C -1.13052 1.30504 -1.03471 -0.2037
C -1.62711 0.23664 -2.10163 -0.4680
O -0.60830 -0.55963 -2.49166 -0.3163
H -0.50474 -2.09549 2.07341 0.1007
H 0.85254 -1.80752 0.99791 0.1049
H 1.11642 0.51507 2.32530 0.0121
H 1.43742 -0.91672 3.24083 0.0749
H -0.03792 0.10200 3.32135 0.0812
H -1.06670 -1.24731 -0.24347 0.0835
H -1.79661 -0.42504 0.99889 0.1168
H 0.50744 0.36215 -0.62322 0.1133
H -2.02561 1.59581 -0.46690 0.0979
H -0.56146 2.00128 -1.63338 0.0971
H -1.81174 0.97784 -2.92562 0.0801
H -2.61265 -0.14218 -1.76056 0.0890
H 2.50198 0.37231 1.15683 -0.0166
H 3.02428 1.74822 0.90807 0.0263
O 3.32535 0.82412 0.94783 -0.0722
H -0.91789 -2.15057 -2.27822 -0.0264
H -0.24106 -3.37306 -1.53770 -0.0084
O -1.02473 -3.11923 -2.02154 -0.1439
H 0.48611 1.83332 1.20193 -0.0055
H 0.12418 3.20578 1.57301 0.0355
O 0.92591 2.64772 1.60924 -0.1414
```

Properties
E_LUMO in Eh: 0.1239
Relative energy (zero: lowest compared OMol25 entry of this formula, charge and spin) in kcal per mole: 12.8
HOMO-LUMO gap in eV: 7.03
Net charge: -1

What is the formula in the fourth record? C13H33ClF3N10O20S

What did the fifth record say?
Computed, not measured: a 4-piece molecular cluster, C5H18NO4 overall at a distorted geometry, with wB97M-V/def2-TZVPD.

```
28
Properties=species:S:1:pos:R:3:lowdin_charge:R:1
C 0.06657 -1.30583 1.57721 -0.2249
C 0.65965 -0.41912 2.65081 -0.1363
C -0.79928 -0.53376 0.54613 -0.2488
N -0.24171 0.69638 -0.00547 -0.1012
C -1.13052 1.30504 -1.03471 -0.2037
C -1.62711 0.23664 -2.10163 -0.4680
O -0.60830 -0.55963 -2.49166 -0.3163
H -0.50474 -2.09549 2.07341 0.1007
H 0.85254 -1.80752 0.99791 0.1049
H 1.11642 0.51507 2.32530 0.0121
H 1.43742 -0.91672 3.24083 0.0749
H -0.03792 0.10200 3.32135 0.0812
H -1.06670 -1.24731 -0.24347 0.0835
H -1.79661 -0.42504 0.99889 0.1168
H 0.50744 0.36215 -0.62322 0.1133
H -2.02561 1.59581 -0.46690 0.0979
H -0.56146 2.00128 -1.63338 0.0971
H -1.81174 0.97784 -2.92562 0.0801
H -2.61265 -0.14218 -1.76056 0.0890
H 2.50198 0.37231 1.15683 -0.0166
H 3.02428 1.74822 0.90807 0.0263
O 3.32535 0.82412 0.94783 -0.0722
H -0.91789 -2.15057 -2.27822 -0.0264
H -0.24106 -3.37306 -1.53770 -0.0084
O -1.02473 -3.11923 -2.02154 -0.1439
H 0.48611 1.83332 1.20193 -0.0055
H 0.12418 3.20578 1.57301 0.0355
O 0.92591 2.64772 1.60924 -0.1414
```

Properties
E_LUMO in Eh: 0.1239
Relative energy (zero: lowest compared OMol25 entry of this formula, charge and spin) in kcal per mole: 12.8
HOMO-LUMO gap in eV: 7.03
Net charge: -1